The following is a DFT calculation (wB97M-V/def2-TZVPD) of a cluster of 19 separate species, C51H74N21O3 in total at a distorted geometry.

Summary:
* gap between HOMO and LUMO: 7.02 eV
* charge: +1

Cartesian coordinates (Å):
H -5.36 0.74 -1.58
H 5.19 -3.82 -14.37
N 3.05 -4.14 -0.70
C 2.88 -1.67 -10.40
H -6.34 5.14 7.73
C 11.90 -4.94 0.16
C -4.55 -5.67 2.88
C -9.01 6.42 4.64
H 4.21 -4.52 -13.06
C 3.72 1.20 -4.10
C 7.54 -5.74 0.90
H 5.14 -4.70 -0.31
H 5.60 -5.28 -6.99
H -3.94 3.52 3.73
C 0.72 -3.24 -1.68
C -7.10 4.35 7.81
N 5.03 -3.37 -10.86
C -2.67 -2.93 -0.67
H -6.85 3.71 8.66
H -3.37 8.36 4.36
H 2.98 0.54 -4.56
H 0.42 1.66 -2.04
N 2.50 -5.09 -15.85
N 0.53 -0.55 -1.58
H 4.36 1.62 -4.89
H 4.86 -2.87 -0.72
C -5.13 5.84 2.86
C 5.45 -3.13 -6.97
H -0.21 0.47 1.28
C -0.51 1.47 0.72
C 11.34 -6.31 0.52
H 1.89 -4.64 4.48
C -5.32 2.82 -1.03
H 11.12 -4.18 0.30
N 5.28 -0.21 -2.29
H 0.25 -4.27 -1.96
C 4.58 0.43 -3.11
C -0.30 0.71 -1.93
C -4.01 2.54 4.20
C 2.46 -1.41 -0.70
C 2.17 -2.95 -0.99
H 1.80 -4.29 2.74
O -2.78 -4.25 -0.97
C -2.31 9.61 5.76
H -3.73 -6.38 2.77
H 7.08 -7.50 2.05
C -5.12 1.35 -0.70
N 4.70 -6.56 8.72
H -6.42 6.33 1.21
C 2.01 3.15 0.42
N 10.89 -7.45 0.82
H 7.13 -4.43 -7.31
H -4.50 -4.94 2.06
H -0.85 0.64 -2.96
C 7.73 -7.21 1.23
H -13.90 9.18 4.37
C -3.57 1.46 3.23
C -1.31 1.15 -0.68
C 3.45 -4.91 -15.04
N 7.37 -4.52 0.63
C -13.38 8.37 3.86
N 1.68 -0.20 -0.98
N 4.94 -2.06 -6.53
N -2.22 10.20 6.87
N 4.61 -6.00 3.16
H -12.75 8.79 3.07
H -3.26 12.31 9.76
H -5.05 2.37 4.51
H 7.27 2.24 -7.62
C 5.13 2.31 -7.39
H 2.82 -3.28 3.80
H 4.55 -7.14 5.45
N -11.83 6.95 5.68
H -8.08 4.81 7.99
H -2.37 9.62 3.60
C 0.73 2.53 0.58
O 3.11 -6.05 -2.25
C -2.42 8.89 4.42
H 2.31 -2.01 -9.53
C -6.00 5.44 1.69
C -7.14 3.53 6.53
H 8.77 -7.40 1.52
H 6.40 0.94 -8.46
H 5.22 -3.64 -2.97
H 3.49 -1.18 -0.16
H 6.58 0.88 -6.69
C -12.53 7.59 4.85
N -7.17 2.84 5.48
C 4.06 -2.60 -10.65
H -4.08 1.17 -0.42
H -1.92 2.12 -1.02
H 5.88 -4.50 -8.57
H -8.77 5.78 5.49
N -9.08 4.91 2.30
N -3.20 0.56 2.42
H -5.50 -6.20 2.82
N -5.48 4.05 -1.30
C -4.44 -4.95 4.22
H -8.26 7.20 4.55
H 5.25 -5.57 -14.05
H 12.75 -4.70 0.81
H 3.50 -2.87 -3.45
H -3.81 10.79 10.49
C 4.61 -7.15 7.61
H -1.31 1.99 1.44
H 4.41 -3.58 1.02
H -1.69 -1.27 -3.55
H 2.22 -1.66 -11.27
H -5.41 4.89 0.95
C 2.46 -4.30 3.61
H 12.23 -4.93 -0.88
C 4.40 -3.79 -0.13
H 3.55 -8.40 6.21
C -1.53 -2.00 -2.63
O -2.65 -1.87 -1.68
N -6.55 12.25 9.31
N -4.35 -4.36 5.33
H -1.64 -3.09 -3.10
C -2.60 -2.43 0.93
H -1.56 -1.88 1.05
C 4.50 -7.87 6.27
H -3.38 2.53 5.09
H -9.99 6.88 4.81
H -2.12 0.35 -0.43
H -6.82 4.80 2.03
H -1.60 8.18 4.31
H 5.32 -8.58 6.16
C 3.63 -5.23 3.36
H 7.49 -7.82 0.35
C 4.60 -4.69 -14.07
N -4.40 6.17 3.84
H 3.21 2.02 -3.59
H 3.24 -0.65 -10.22
C 3.38 -4.76 -2.08
C -5.35 11.88 9.45
C 4.10 -3.88 -3.30
N 4.06 2.95 -7.25
C 6.06 -4.42 -7.49
H -3.57 10.89 8.73
C -0.04 -1.84 -1.93
H -5.77 1.06 0.12
H -2.73 -3.31 1.68
C -3.90 11.44 9.62
H 3.12 3.54 0.24
C 6.43 1.54 -7.55
H 4.09 -4.50 -4.32
C -9.05 5.59 3.36
H -3.44 -1.60 1.08
H -14.13 7.70 3.41

***

The following is a DFT calculation (wB97M-V/def2-TZVPD) of a cluster of 12 separate species, C51H76BN9O10 in total at a distorted geometry.

Summary:
* gap between HOMO and LUMO: 7.47 eV
* energy relative to the best compared isomer or geometry (same formula, charge and spin): 4.080 eV
* charge: 0

Cartesian coordinates (Å):
H -7.41 -3.75 3.49
C 4.94 -1.02 1.19
H 2.46 -6.33 -1.27
H 9.08 0.37 -3.53
C 1.83 -0.61 -6.23
H -5.26 6.03 1.93
H 1.01 -5.68 0.52
H 0.00 -1.63 3.91
O -1.17 2.21 0.40
N -0.38 6.10 -1.93
H -2.79 -2.79 3.52
C -0.79 4.65 -3.66
N -5.57 -1.45 2.17
C 2.66 -1.93 -4.55
H 5.07 1.37 -2.58
C -2.75 -3.80 3.14
C 0.49 7.19 1.03
B -0.07 1.27 0.57
H -2.54 -3.63 -2.65
O 3.12 1.80 1.77
H 2.39 6.87 0.13
C 0.32 6.58 -3.02
H 6.55 -2.29 1.10
H -8.85 3.72 1.34
C 1.35 5.16 0.91
H -6.83 2.12 1.71
O 2.99 1.37 -1.15
C -0.15 2.56 4.99
C -6.80 -3.12 1.43
C -6.05 -2.08 0.97
O 0.95 1.48 1.68
H 5.16 0.22 -5.04
C 3.39 -4.29 -1.46
O 0.79 1.02 -0.60
H -2.77 -3.41 -0.88
H -1.38 6.48 2.00
N -5.61 3.93 1.92
H 0.84 7.52 -2.96
H 5.15 -2.99 1.88
H 2.26 -2.26 -1.75
H 0.22 5.86 -5.08
C -2.34 1.66 -2.82
C -3.34 -5.44 1.70
H -0.62 -0.83 -3.98
C 2.09 1.62 1.18
C 2.44 -1.81 -5.95
C -6.18 -1.99 3.29
H 4.03 -0.83 1.74
C 1.80 -4.98 0.23
H -1.14 3.81 -4.23
C -3.35 1.05 -3.56
C 0.54 -2.72 2.06
C 0.21 5.06 1.65
C 7.31 0.27 -4.66
H 7.67 1.44 -1.67
H 1.56 -0.09 -7.13
C 1.38 -2.46 0.72
H 4.23 -0.49 -0.68
H 2.79 -2.47 -6.74
C -7.86 4.07 1.57
H -0.52 6.54 -1.03
O -2.87 -0.47 1.79
C -0.81 -2.68 -1.50
H 0.66 -3.73 2.44
H -1.56 4.34 -1.63
H 4.37 -3.99 -1.09
H 2.29 -3.05 3.96
C 2.04 -1.99 4.11
O -0.85 0.04 0.89
N -3.63 -4.17 2.12
C 5.97 0.45 -4.37
H -5.06 -0.58 2.15
H -0.57 2.86 4.03
H -0.17 -4.71 -1.35
C 2.18 -3.34 -1.58
H 2.43 -2.58 0.97
H -4.69 3.56 2.10
H -2.48 2.37 -2.02
H 1.64 1.16 -4.89
C -2.80 -0.10 -4.13
C -2.29 1.79 1.01
H -0.29 4.17 2.01
H 1.88 3.03 4.35
H 1.70 2.90 6.08
H 5.40 -0.04 1.12
C -2.01 -4.92 3.49
H -0.73 -4.15 0.26
C 7.28 1.05 -2.60
H -5.74 -1.81 -0.03
H -0.53 -2.73 1.83
H -0.64 -1.74 -0.97
C -6.82 3.20 1.75
C 0.81 -1.76 3.18
H -4.34 -3.65 1.61
C -7.46 5.40 1.79
H 2.26 -4.85 1.21
N 8.11 0.63 -3.58
O -3.31 2.45 1.13
C -1.45 -0.18 -3.72
H 3.02 -2.77 -3.98
H -1.24 -5.09 4.23
C -2.41 -5.97 2.61
H 2.38 -0.40 -2.98
H -6.08 -1.56 4.28
H -2.07 -7.00 2.59
H 0.32 0.92 4.26
C -6.92 -3.05 2.82
H 7.91 0.02 -5.52
C -0.20 -3.87 -0.65
H 1.09 4.36 5.25
H -8.10 6.27 1.77
C -6.03 5.27 1.89
H -4.38 1.39 -3.56
H 3.60 -4.75 -2.43
H -2.80 -2.03 -2.07
H 6.20 -1.86 2.77
H -7.30 -3.85 0.80
O -0.06 1.12 5.12
N 1.59 6.51 0.64
C -2.35 -2.99 -1.79
C 2.03 1.37 -0.37
H -3.85 -5.74 0.80
H -3.34 -0.86 -4.68
H 1.81 -1.66 5.12
N -1.17 0.95 -2.91
H -0.34 0.98 -2.34
H 1.62 -3.77 -2.41
C 1.22 3.28 5.18
C -2.08 0.26 1.27
H -0.67 2.94 5.86
N 1.85 0.18 -4.98
C 5.95 1.01 -3.09
C -0.01 5.75 -4.03
H 3.63 -6.04 -0.02
C 2.92 -5.54 -0.68
H 1.04 -0.75 2.87
H 1.14 -1.51 0.22
C -0.97 4.91 -2.34
H 0.46 8.26 0.91
O 4.67 -1.21 -0.22
H -0.52 -2.67 -2.55
C 2.29 -0.70 -4.01
H 3.01 -1.60 3.81
N 1.27 -3.59 -0.34
H 2.02 4.43 0.47
C -0.40 6.29 1.61
C 5.75 -2.08 1.80

***

The following is a DFT calculation (wB97M-V/def2-TZVPD) of a cluster of 9 separate species, C51H76N2O21S2 in total at a distorted geometry.

Summary:
* gap between HOMO and LUMO: 6.28 eV
* charge: 0

Cartesian coordinates (Å):
C -5.30 -6.71 0.67
O -2.16 -4.50 -0.75
H 3.93 5.94 -0.93
C 2.67 -0.27 1.76
H -1.79 -0.52 -4.79
H 1.03 0.96 2.85
C -6.27 -4.97 4.10
S -1.38 0.64 0.48
O -2.76 5.59 5.68
H -1.98 -0.67 -1.63
O -4.69 -7.24 -0.50
H 8.04 3.02 -5.15
O -0.22 -0.95 -6.04
C -1.72 7.33 4.37
C 2.19 -4.34 6.28
H 1.71 -0.49 3.76
H -1.07 -3.16 3.63
H 8.63 1.32 -5.13
H -7.02 -3.63 5.84
O -3.83 6.43 3.86
H -1.87 -0.71 2.97
C -1.44 -2.65 -5.00
H -1.79 8.72 2.68
C -7.81 -4.81 3.60
H -7.70 -6.90 2.58
C 4.89 5.45 -9.06
H -2.92 9.06 4.00
H 4.20 5.46 -5.83
C 5.17 -1.66 -1.57
O 1.34 -4.00 7.07
C 0.69 -1.76 -5.42
C 4.66 6.26 -7.80
N 0.24 -1.05 2.30
C 2.91 3.36 -0.44
H -1.58 -3.38 -5.81
H -0.91 6.79 3.87
H -5.53 -4.50 3.34
C -5.66 -5.16 0.68
H 2.44 0.16 0.72
C 3.99 5.26 -6.88
C 5.76 -0.68 0.41
H -2.61 -2.12 -0.07
O -8.20 -5.36 1.10
H 2.11 5.66 -2.43
C -3.31 1.61 3.23
H -2.88 3.40 4.41
O 6.71 1.86 -3.09
C 4.20 -4.46 5.23
C -7.25 -2.97 0.84
C -2.98 -4.73 0.32
O 4.80 -1.44 -0.20
O -4.46 1.31 2.42
H -5.95 -6.06 4.22
C -3.50 7.37 2.83
C 2.69 4.76 -2.23
H -2.25 -1.18 -6.37
O 5.75 0.83 -4.86
C -2.44 8.26 3.43
H -4.59 -0.41 -1.34
H -2.19 -2.86 -4.23
H -8.45 -5.06 4.53
H 4.03 5.48 -9.72
C -3.85 -0.28 -0.47
C -4.79 -2.60 0.51
H -2.51 1.11 -1.76
H -2.95 3.65 2.66
H 0.40 -3.72 -4.59
H 6.57 -0.39 -6.30
H 4.87 4.06 0.13
H -9.35 -6.12 2.67
H 5.64 -2.65 -1.65
H 2.80 4.19 -3.16
H 3.51 -5.74 3.60
H -6.32 -1.07 0.69
O -2.56 -5.44 1.31
C 6.13 -0.55 -1.91
H -3.36 1.02 4.15
H 2.91 5.22 -7.03
C -5.40 2.27 2.61
H -3.28 -1.28 1.43
H 4.07 7.16 -7.96
C -3.39 3.10 3.49
C 1.36 -0.15 2.71
C 4.30 3.83 -0.78
O 4.55 3.99 -7.25
C -0.02 -2.72 -4.50
H -5.33 -3.21 5.26
C -0.81 -0.91 3.36
H -8.33 -2.60 0.99
H 6.81 -0.80 -2.72
O 5.49 3.11 -9.11
H 4.81 5.29 -2.33
H 5.62 6.56 -7.37
C -8.24 -5.88 2.47
C 6.71 1.58 -4.26
C -2.40 0.23 -1.03
H 7.74 1.45 -7.39
H -4.23 0.51 0.26
O 5.76 -0.40 1.58
S 0.27 -1.80 -0.29
C 7.76 1.97 -5.26
C 3.36 -5.58 4.67
H 3.59 -6.52 5.19
C -4.46 -4.14 0.49
H 4.31 -3.63 4.52
H 1.52 -4.49 4.26
O -6.50 2.24 2.12
O 2.01 3.95 -1.27
C 5.04 4.05 -8.51
O 1.88 -1.68 -5.58
H 3.06 -1.34 1.69
H 0.10 -2.36 4.92
H -5.30 3.19 4.53
H 7.69 -0.94 -0.45
O 2.63 2.56 0.41
C -2.80 6.35 4.75
C -6.04 -4.10 5.47
H -1.34 7.85 5.25
C 6.10 0.60 -6.23
H -4.17 -8.02 -0.14
C 4.03 5.07 -1.60
H 5.80 5.77 -9.58
H -8.08 -3.72 3.34
C 6.82 -0.29 -0.59
N -6.13 -2.08 0.67
H 4.28 -1.64 -2.20
H -5.51 -4.76 6.23
H -1.74 -2.20 5.05
H 0.07 -2.36 -3.48
C 7.06 1.71 -6.58
C -3.55 -1.62 0.36
H -3.13 6.81 1.96
H -5.13 4.34 3.16
C -0.87 -2.24 4.30
C -0.26 -0.76 0.95
O -5.47 -7.50 1.63
H -2.40 1.35 2.69
H 5.20 -4.81 5.52
H -0.54 -0.05 4.08
C -4.88 3.34 3.53
H 3.51 0.37 2.21
C -1.53 -1.25 -5.56
H 1.30 -5.99 5.22
H 4.81 3.06 -1.36
H -4.39 7.92 2.54
H 6.50 2.60 -6.87
O 3.50 -4.00 6.38
H 5.21 0.62 -6.85
H 7.10 0.76 -0.47
H 5.57 0.34 -2.20
C -7.07 -4.54 0.88
C 1.95 -5.14 5.03